Entry 1:
DFT (ωB97M-V with the def2-TZVPD basis set) results for the ion C5H8N with charge +1.

Geometry as XYZ:
```
14
Properties=species:S:1:pos:R:3:forces:R:3:lowdin_charge:R:1
C 2.5273 -0.0145 -0.0505 -2.6 -1.8 0.0 0.22
N 1.2551 -0.1766 0.1769 0.9 0.8 -1.1 -0.07
C 0.1484 -0.9908 -0.3323 -1.0 0.7 2.0 0.05
C -0.8068 -0.0642 0.0439 1.0 -1.9 0.1 -0.18
C -2.2991 -0.1892 -0.0075 0.6 0.6 0.1 -0.01
C 0.2533 0.9443 0.4420 0.1 0.6 -2.6 -0.01
H 2.8989 0.9532 0.1289 0.8 0.9 0.5 0.11
H 3.0894 -0.8381 -0.4855 0.1 0.2 0.2 0.13
H 0.1395 -2.0449 -0.6312 0.3 0.7 -0.1 0.14
H -2.4566 -0.8194 -0.8998 -0.7 0.4 0.5 0.10
H -2.8409 0.7912 -0.0045 0.5 -1.0 -0.3 0.11
H -2.6019 -0.7276 0.9075 0.0 0.1 -0.4 0.11
H 0.3839 1.4800 -0.5232 -0.1 0.6 0.8 0.15
H 0.3096 1.6966 1.2353 0.1 -1.0 0.4 0.15
```
Positions in Å, forces in eV/Å.

Summary:
**M**: 82.1 g/mol
**HOMO-LUMO gap**: 0.3352 hartree
**Structure (SMILES)**: C=[N+]1C=C(C)C1
**Total charge**: +1

***

Entry 2:
DFT (ωB97M-V with the def2-TZVPD basis set) results for the ion C5H8N with charge +1.

Geometry as XYZ:
```
14
Properties=species:S:1:pos:R:3:forces:R:3:lowdin_charge:R:1
C -2.0831 0.1941 0.2622 0.6 0.1 2.1 -0.07
C -1.1147 -1.0067 0.2876 -1.8 3.5 -0.9 -0.11
C 0.0527 -0.9048 -0.2184 1.1 -0.5 0.4 -0.21
C 1.4326 -1.3575 -0.3394 0.0 2.2 -1.3 0.22
C 1.1315 -0.0624 -0.5011 2.0 -1.8 -0.1 -0.13
N 1.6555 1.2632 -0.2423 0.3 -0.9 1.6 0.28
H -2.8652 -0.1178 -0.3956 -0.6 0.6 -0.8 0.06
H -1.7072 1.2954 0.1212 -0.5 -2.3 0.0 0.10
H -2.5480 0.1037 1.2750 0.1 0.8 -0.6 0.08
H -1.5936 -1.8787 0.4788 -1.0 -2.7 0.7 0.08
H 2.1907 -2.1085 -0.3725 0.1 -0.4 0.3 0.12
H 0.8361 1.7250 0.2128 1.2 0.7 -0.5 0.20
H 2.1611 1.7283 -0.9830 -0.8 0.6 -1.0 0.18
H 2.4517 1.1266 0.4149 -0.8 0.2 0.3 0.20
```
Positions in Å, forces in eV/Å.

Summary:
**M**: 82.1 g/mol
**HOMO-LUMO gap**: 0.2947 hartree
**Structure (SMILES)**: C/C=C1C=C/1[NH3+]
**Total charge**: +1

***

Entry 3:
DFT (ωB97M-V with the def2-TZVPD basis set) results for the ion C5H8N with charge +1.

Geometry as XYZ:
```
14
Properties=species:S:1:pos:R:3:forces:R:3:lowdin_charge:R:1
C -2.5420 -1.3364 0.4776 3.1 -0.3 -0.2 0.11
C -1.4493 -0.5859 0.5179 0.4 -0.4 -0.6 0.05
C -0.3183 0.0737 0.5453 -2.1 -0.1 0.1 -0.16
C 0.8763 0.5656 1.1629 -1.9 -0.2 0.3 0.04
N 0.6107 0.8410 -0.2998 -0.4 0.8 0.9 -0.01
C 1.3168 0.2784 -1.4308 2.1 1.0 1.4 0.04
H -2.4936 -2.4427 0.3838 0.0 1.0 -0.1 0.11
H -3.4445 -0.8281 0.5013 -1.9 0.6 0.4 0.06
H 0.7697 1.3873 1.8307 0.2 1.0 0.0 0.14
H 1.4950 -0.1741 1.5093 2.2 -1.6 0.1 0.12
H 0.5523 1.8645 -0.2594 -0.8 -0.3 -0.9 0.20
H 1.4939 -0.7103 -1.1919 0.2 -2.3 0.3 0.09
H 0.8245 0.3370 -2.3498 -1.0 0.5 -1.2 0.10
H 2.3087 0.7299 -1.3971 -0.1 0.2 -0.7 0.12
```
Positions in Å, forces in eV/Å.

Summary:
**M**: 82.1 g/mol
**HOMO-LUMO gap**: 0.4005 hartree
**Structure (SMILES)**: C=C=C1C[N@H+]1C
**Total charge**: +1

***

Entry 4:
DFT (ωB97M-V with the def2-TZVPD basis set) results for the ion C5H8N with charge +1.

Geometry as XYZ:
```
14
Properties=species:S:1:pos:R:3:forces:R:3:lowdin_charge:R:1
C -1.2283 -1.5074 0.4278 0.6 3.5 -2.3 0.19
C -0.6704 -0.2763 0.1381 -2.2 -2.7 1.4 -0.31
C -1.3817 0.9918 0.0141 2.2 0.3 -1.4 0.00
N 0.6637 -0.2054 -0.0983 3.3 -0.8 0.3 0.07
C 1.7948 -0.7821 -0.1339 -0.7 2.0 -1.2 0.18
C 1.8653 0.6845 -0.1434 -0.6 -1.3 0.1 0.07
H -0.6757 -2.3460 0.0441 -0.2 -0.8 0.9 0.09
H -2.3072 -1.3716 0.4388 0.0 -1.1 0.5 0.10
H -2.1486 1.1213 0.6651 -1.8 0.7 2.5 0.07
H -1.8503 1.0317 -0.9113 -1.1 -0.4 -2.1 0.09
H -0.6966 1.8100 -0.1390 0.2 0.6 1.0 0.10
H 2.4305 -1.6244 -0.1103 -0.1 -1.3 0.1 0.15
H 2.2672 1.0881 0.7125 0.2 0.9 2.5 0.10
H 1.9374 1.3859 -0.9042 0.2 0.4 -2.2 0.11
```
Positions in Å, forces in eV/Å.

Summary:
**M**: 82.1 g/mol
**HOMO-LUMO gap**: 0.3088 hartree
**Structure (SMILES)**: C=C(C)[N+]1=CC1
**Total charge**: +1

***

Entry 5:
DFT (ωB97M-V with the def2-TZVPD basis set) results for a structure of composition C5H8N.

Geometry as XYZ:
```
14
Properties=species:S:1:pos:R:3:forces:R:3:lowdin_charge:R:1
C -1.1384 0.6485 -0.4697 2.8 -2.1 -2.0 0.02
C -0.8582 0.4779 0.9147 -0.2 0.1 0.9 0.04
C -0.5256 1.2047 -1.6248 -0.2 1.0 -0.5 0.04
C 0.4789 -0.1093 0.2110 0.3 0.1 0.7 -0.28
C 0.9152 -1.4643 0.6833 0.0 0.0 -0.1 -0.02
N -0.1318 -0.1795 -1.1513 -2.6 1.1 1.1 0.15
H -0.9016 1.3727 1.5369 0.1 -0.1 -0.1 0.14
H -1.3151 -0.3721 1.4191 0.0 0.0 -0.1 0.15
H -1.0378 1.1228 -2.5776 0.0 -0.1 0.1 0.14
H 0.1508 2.0567 -1.5391 0.0 -0.1 0.1 0.14
H 1.2575 0.6563 0.2472 -0.1 0.1 -0.1 0.17
H 0.1059 -2.1868 0.6072 -0.1 0.0 0.1 0.10
H 1.2794 -1.4188 1.7064 0.0 0.0 0.1 0.10
H 1.7207 -1.8089 0.0367 0.1 0.0 0.0 0.10
```
Positions in Å, forces in eV/Å.

Summary:
**M**: 82.1 g/mol
**HOMO-LUMO gap (spin up / spin down)**: 0.3573 / 0.3573 hartree
**Total charge**: +1

***

Entry 6:
DFT (ωB97M-V with the def2-TZVPD basis set) results for the ion C5H8N with charge +1.

Geometry as XYZ:
```
14
Properties=species:S:1:pos:R:3:forces:R:3:lowdin_charge:R:1
C -1.0876 -1.5105 0.0415 1.4 1.4 -0.5 0.26
C -1.0810 -0.1211 -0.0080 -1.2 -1.1 0.0 -0.03
C 1.5903 -0.6796 -0.0612 -0.5 1.0 0.6 -0.19
C 0.1189 -0.7794 -0.0542 -1.8 -0.9 0.8 0.00
C -1.9744 1.0676 0.0452 2.5 -0.5 -0.3 0.04
N 1.9942 0.7239 -0.0601 0.1 -1.7 -2.7 0.04
H -1.6423 -2.4744 0.0559 0.6 0.9 0.1 0.16
H 1.9670 -1.2968 0.7574 0.0 0.1 0.4 0.14
H 1.8365 -1.2921 -0.8921 0.9 -0.1 -1.3 0.13
H -2.5828 1.1604 -0.7869 -2.1 -0.9 -1.3 0.09
H -1.4514 1.9588 -0.1291 1.6 1.3 0.3 0.08
H -2.3946 1.1514 0.9971 -1.3 -0.2 1.3 0.09
H 1.9789 1.0976 0.8422 0.7 0.9 1.1 0.06
H 2.7283 0.9945 -0.7478 -0.9 -0.3 1.4 0.12
```
Positions in Å, forces in eV/Å.

Summary:
**M**: 82.1 g/mol
**HOMO-LUMO gap**: 0.3455 hartree
**Total charge**: +1

***

Entry 7:
DFT (ωB97M-V with the def2-TZVPD basis set) results for an isolated molecule of C5H8N2.

Geometry as XYZ:
```
15
Properties=species:S:1:pos:R:3:forces:R:3:lowdin_charge:R:1
C -1.6446 -0.3194 0.6176 0.0 0.0 0.0 -0.06
C -0.1562 -0.5590 0.4846 -0.1 0.0 0.1 -0.30
C 0.4634 -0.9831 -0.8616 -0.1 -0.2 -0.1 -0.16
N 1.6488 -0.1721 -0.5215 0.2 0.1 -0.2 0.00
C 0.8534 0.6208 0.4288 0.1 0.1 0.3 -0.30
C 0.3683 1.8923 -0.1397 -0.1 0.9 -0.4 -0.18
N 0.1483 2.9378 -0.5852 0.0 -1.0 0.4 0.15
H -2.0249 0.3276 -0.1793 0.1 -0.1 0.1 0.08
H -2.1850 -1.2715 0.5740 0.1 0.1 0.0 0.08
H -1.8814 0.1503 1.5785 0.0 -0.1 -0.1 0.08
H 0.1969 -1.2355 1.2692 0.0 0.1 -0.1 0.14
H -0.1198 -0.5942 -1.7100 0.1 0.0 0.1 0.12
H 0.6735 -2.0444 -1.0238 -0.1 0.1 0.0 0.11
H 2.0707 0.3578 -1.2780 -0.1 -0.1 0.1 0.11
H 1.3666 0.8818 1.3607 0.0 -0.1 -0.1 0.14
```
Positions in Å, forces in eV/Å.

Summary:
**M**: 96.1 g/mol
**HOMO-LUMO gap**: 0.3950 hartree
**Structure (SMILES)**: C[C@H]1CN[C@H]1C#N
**Total charge**: 0

***

Entry 8:
DFT (ωB97M-V with the def2-TZVPD basis set) results for an isolated molecule of C5H8N2.

Geometry as XYZ:
```
15
Properties=species:S:1:pos:R:3:forces:R:3:lowdin_charge:R:1
C 0.0339 0.8081 -2.2396 0.0 0.1 -0.1 -0.03
N 0.1855 0.0111 -1.0115 -0.1 0.0 0.0 -0.21
C 1.3845 0.1690 -0.1949 -0.1 -0.1 0.2 -0.16
N 1.1198 -0.0287 1.0289 0.0 0.1 -0.4 0.12
C -0.2879 -0.2690 1.1209 -0.4 0.0 0.0 -0.43
C -0.8453 -0.6571 2.4534 -0.1 0.0 0.1 -0.09
C -1.0114 -0.1480 -0.0284 0.4 0.0 0.3 0.02
H -0.9008 0.5011 -2.7085 0.1 0.1 0.0 0.09
H -0.0143 1.8689 -1.9928 0.0 -0.2 0.1 0.10
H 0.8795 0.6187 -2.9087 -0.1 0.0 0.1 0.09
H 2.3455 0.4020 -0.6420 -0.2 -0.1 0.1 0.12
H -0.3644 -1.5686 2.8302 -0.1 0.2 -0.1 0.07
H -0.7009 0.1275 3.2034 0.0 -0.1 -0.1 0.07
H -1.9152 -0.8527 2.3468 0.1 0.1 0.1 0.07
H 0.0915 -0.9823 -1.2571 0.3 -0.1 -0.2 0.16
```
Positions in Å, forces in eV/Å.

Summary:
**M**: 96.1 g/mol
**HOMO-LUMO gap**: 0.3298 hartree
**Total charge**: 0

***

Entry 9:
DFT (ωB97M-V with the def2-TZVPD basis set) results for a cluster of 2 separate species, C5H8N2 in total.

Geometry as XYZ:
```
15
Properties=species:S:1:pos:R:3:forces:R:3:lowdin_charge:R:1
C -1.0339 -2.6735 0.0413 2.6 -2.2 1.2 0.00
C -0.1807 -1.7917 0.5439 0.9 -0.5 1.1 -0.19
C -0.5391 -0.3888 0.6708 0.2 1.2 -0.3 -0.22
N 0.3373 0.4677 1.0379 -0.7 -1.0 -0.2 -0.03
C 0.0020 1.8557 0.8955 -0.4 -0.8 -3.1 -0.15
H -0.6454 -3.7445 0.0874 -1.2 1.4 -0.5 0.09
H -2.0132 -2.4136 -0.2071 -1.4 0.1 -0.7 0.03
H 0.8218 -2.1281 0.9814 -1.5 0.7 -0.9 0.13
H -1.5952 -0.0861 0.3415 1.3 -0.3 0.3 0.14
H -0.9453 1.9599 0.3496 -0.7 0.1 0.6 0.07
H -0.0218 2.3423 1.8275 0.5 1.1 0.8 0.06
H 0.6357 2.2268 0.0406 0.3 0.3 1.7 0.05
C 1.7400 1.4515 -2.1906 -0.3 4.8 0.7 -0.13
N 1.7742 0.3477 -2.4160 0.1 -2.4 -0.4 0.06
H 1.6634 2.5747 -2.0035 0.3 -2.4 -0.4 0.09
```
Positions in Å, forces in eV/Å.

Summary:
**M**: 96.1 g/mol
**HOMO-LUMO gap**: 0.3763 hartree
**Structure (SMILES)**: C=C/C=N/C.C#N
**Total charge**: 0

***

Entry 10:
DFT (ωB97M-V with the def2-TZVPD basis set) results for an isolated molecule of C5H8N2.

Geometry as XYZ:
```
15
Properties=species:S:1:pos:R:3:forces:R:3:lowdin_charge:R:1
C -0.2743 -0.4440 -1.1284 0.0 0.0 0.0 -0.07
C -3.1557 2.1123 0.3251 0.2 -0.2 0.6 0.10
C -0.0225 0.9791 -0.6871 0.2 -1.0 0.1 -0.28
C 0.0790 -0.1561 0.3028 -0.1 0.2 0.1 -0.30
C 1.4125 -0.5697 0.8642 -0.1 0.1 0.0 -0.07
N -2.1473 1.8631 -0.2415 0.0 0.0 0.5 -0.13
N -1.0245 1.9657 -0.6892 0.3 1.2 -0.9 0.05
H -1.2890 -0.7317 -1.3578 -0.2 0.1 0.0 0.10
H 0.4647 -0.9089 -1.7622 0.1 -0.1 0.0 0.10
H -0.7383 -0.2273 1.0143 -0.1 0.1 -0.1 0.13
H -4.1977 2.0292 0.1865 -0.6 -0.2 -0.4 0.03
H 0.9037 1.4363 -1.0127 0.0 -0.2 0.0 0.13
H 1.3213 -1.5301 1.3692 0.1 -0.1 0.0 0.07
H 1.7774 0.1624 1.5849 0.0 0.0 0.0 0.08
H 2.1507 -0.6667 0.0719 0.1 0.0 -0.1 0.08
```
Positions in Å, forces in eV/Å.

Summary:
**M**: 96.1 g/mol
**HOMO-LUMO gap**: 0.3362 hartree
**Total charge**: 0

***

Entry 11:
DFT (ωB97M-V with the def2-TZVPD basis set) results for an isolated molecule of C5H8N2.

Geometry as XYZ:
```
15
Properties=species:S:1:pos:R:3:forces:R:3:lowdin_charge:R:1
C -2.1728 2.0393 0.0260 -0.2 0.4 -0.1 -0.11
C -1.4526 0.8353 -0.5105 -0.4 -0.3 0.4 -0.14
C -1.0712 -0.0321 0.3744 0.0 -0.4 0.0 -0.15
N -0.6626 -0.8386 1.2130 -0.2 0.0 -0.5 0.11
C 0.6994 -1.1472 0.9903 0.4 -0.1 -0.3 -0.23
N 1.1668 -0.9105 -0.1590 -0.1 -0.2 0.4 -0.02
C 2.4632 -1.3632 -0.5585 0.3 -0.1 -0.1 -0.14
H -3.0667 1.6960 0.5575 0.0 0.3 -0.1 0.08
H -1.5616 2.6148 0.7275 -0.1 0.0 -0.2 0.08
H -2.4757 2.6679 -0.8052 -0.1 0.3 0.1 0.07
H -1.4363 0.5515 -1.5607 -0.1 0.0 0.3 0.11
H 1.1807 -1.7031 1.7980 0.1 0.1 -0.1 0.12
H 3.1164 -0.4962 -0.7001 0.0 -0.1 0.0 0.08
H 2.9265 -2.0698 0.1429 0.1 0.1 0.0 0.07
H 2.3465 -1.8442 -1.5358 0.2 0.0 0.2 0.08
```
Positions in Å, forces in eV/Å.

Summary:
**M**: 96.1 g/mol
**HOMO-LUMO gap**: 0.3428 hartree
**Structure (SMILES)**: CC=C=N/C=N/C
**Total charge**: 0

***

Entry 12:
DFT (ωB97M-V with the def2-TZVPD basis set) results for a structure of composition C5H8N2.

Geometry as XYZ:
```
15
Properties=species:S:1:pos:R:3:forces:R:3:lowdin_charge:R:1
C -0.5042 0.9996 -0.0866 0.2 -0.2 -0.2 -0.04
C -0.2355 -0.4760 -0.2776 0.0 -0.4 -0.2 -0.53
C 1.2572 -0.3066 -0.5245 0.0 -0.2 -0.1 -0.03
C 1.0715 1.0491 0.0859 -0.9 0.2 -0.1 -0.36
N 1.7404 1.9426 0.6740 -0.8 -0.6 -0.3 0.15
C -0.8442 -1.5189 0.5524 0.0 -0.2 0.3 -0.10
N -1.0507 -1.4677 -0.9073 -0.4 -0.3 -0.3 0.07
H -0.8438 1.5208 -0.9960 0.3 -0.2 0.0 0.12
H -1.2324 1.2647 0.7113 0.9 0.0 -0.1 0.12
H 0.8662 2.4295 0.8525 0.9 2.0 1.1 0.04
H 1.4754 -0.2221 -1.5936 0.0 -0.1 0.1 0.13
H 1.9367 -1.0175 -0.0502 0.0 0.2 0.0 0.12
H -1.6689 -1.2468 1.2094 0.1 0.0 -0.1 0.11
H -0.2233 -2.3394 0.9003 -0.2 0.0 -0.1 0.10
H -1.9581 -1.0660 -1.1208 -0.1 -0.2 0.0 0.09
```
Positions in Å, forces in eV/Å.

Summary:
**M**: 96.1 g/mol
**HOMO-LUMO gap**: 0.3876 hartree
**Total charge**: 0

***

Energy relative to the best compared isomer or geometry (same formula, charge and spin), record by record: 285.6, 491.3, 396.2, 445.1, 445.0, 298.4, 127.3, 352.2, 285.1, 407.0, 258.8, 283.5 kJ/mol